[1]
{"formula": "C8H32BNOP2Yb", "method": "wB97M-V/def2-TZVPD", "total_charge": 2, "s2": 2.00, "multiplicity": 3, "de_lowest_ev": 4.039, "e_tot_ev": -63113.2338, "gap_ev": [4.956, 7.335], "elements": ["Yb", "H", "H", "P", "P", "C", "H", "H", "H", "C", "H", "H", "H", "C", "H", "H", "H", "C", "H", "H", "H", "C", "H", "H", "H", "C", "H", "H", "H", "H", "H", "H", "H", "B", "N", "H", "H", "C", "C", "O", "H", "H", "H", "H", "H", "H"], "positions_angstrom": [[-0.762, 1.584, -0.021], [2.048, -1.929, -0.526], [0.168, 0.197, -1.409], [-1.945, -0.236, -1.958], [2.300, -1.880, 1.638], [1.602, -3.223, 2.578], [2.303, -3.531, 3.366], [0.651, -2.922, 3.040], [1.423, -4.072, 1.901], [4.040, -1.707, 2.003], [4.240, -0.767, 2.537], [4.373, -2.547, 2.628], [4.609, -1.717, 1.062], [1.406, -0.350, 1.927], [0.338, -0.458, 1.651], [1.425, -0.134, 3.007], [1.890, 0.515, 1.436], [-1.261, -1.252, -3.249], [-1.754, -1.026, -4.207], [-0.182, -1.113, -3.376], [-1.451, -2.307, -3.013], [-3.653, -0.733, -1.718], [-4.013, -0.408, -0.731], [-4.293, -0.292, -2.496], [-3.721, -1.828, -1.770], [-1.955, 1.491, -2.504], [-1.090, 1.756, -3.132], [-2.841, 1.576, -3.149], [-2.129, 2.279, -1.731], [1.458, 1.081, -2.137], [1.589, 0.821, -0.488], [3.325, -0.632, -1.580], [1.710, -1.537, -2.551], [2.169, -0.930, -1.632], [1.294, 0.407, -1.382], [2.220, -2.430, 0.172], [-1.356, -0.541, -0.650], [-2.470, 2.747, 1.614], [-1.327, 3.572, 2.159], [-0.098, 3.151, 1.362], [-2.693, 2.991, 0.555], [-3.386, 2.992, 2.152], [-2.327, 1.659, 1.787], [-1.454, 4.645, 1.994], [-1.107, 3.372, 3.211], [0.685, 3.665, 1.632]], "forces_ev_per_angstrom": [[-0.52, -0.30, -0.30], [-0.85, 3.22, -5.32], [0.90, 0.01, -0.62], [1.05, 0.14, 0.12], [0.69, -2.18, 0.57], [-0.43, -0.33, 1.07], [-0.35, -0.01, -0.10], [0.23, -0.25, -0.04], [0.05, 0.31, 0.31], [0.62, 0.46, 0.30], [0.09, -0.29, -0.12], [-0.10, 0.25, -0.22], [-0.11, 0.07, 0.28], [-0.10, 0.44, 0.32], [0.45, 0.06, -0.14], [0.09, -0.13, -0.19], [-0.23, -0.48, 0.16], [0.02, -0.58, -0.77], [0.01, -0.09, 0.25], [-0.28, 0.04, 0.12], [0.05, 0.21, -0.06], [-0.70, -0.09, -0.19], [0.15, -0.05, -0.28], [0.07, -0.25, 0.18], [-0.01, 0.27, 0.04], [-0.74, 0.47, -0.60], [-0.30, -0.22, 0.39], [-0.04, 0.17, 0.06], [0.04, -0.27, -0.40], [0.19, 0.03, 0.11], [0.19, 0.11, -0.46], [0.05, -0.02, -0.16], [0.23, 0.26, -0.29], [-0.03, -1.85, 0.87], [0.31, -0.57, 0.41], [0.23, 0.31, 2.83], [-0.80, 0.03, 0.61], [-0.42, 0.20, 0.37], [1.27, -0.06, -0.50], [-0.18, 1.13, 1.44], [0.07, -0.12, 0.27], [0.00, 0.04, 0.03], [-0.09, 0.26, -0.10], [-0.09, -0.23, 0.04], [-0.17, 0.00, -0.21], [-0.49, -0.14, -0.08]]}

---

[2]
{"formula": "C2H8N3", "method": "wB97M-V/def2-TZVPD", "total_charge": 1, "de_lowest_ev": 0.970, "e_tot_ev": -6667.6589, "gap_ev": 11.628, "elements": ["C", "N", "H", "H", "H", "N", "C", "N", "H", "H", "H", "H", "H"], "positions_angstrom": [[0.266, -2.628, 1.230], [-0.587, -1.835, 0.739], [1.303, -2.555, 0.916], [0.019, -3.411, 1.941], [-1.512, -1.977, 1.142], [0.349, 2.619, -0.751], [0.008, 1.453, -0.235], [-0.022, 0.330, -0.883], [0.906, 2.692, -1.591], [0.349, 3.435, -0.159], [-0.256, 1.428, 0.815], [-0.237, -0.583, -0.390], [0.220, 0.322, -1.865]], "forces_ev_per_angstrom": [[0.04, -0.10, -0.13], [0.03, 0.15, 0.20], [0.04, -0.02, -0.06], [-0.03, 0.01, 0.13], [-0.08, -0.11, -0.16], [0.32, 0.10, 0.24], [0.07, -0.18, 0.00], [0.24, 0.02, -0.26], [-0.32, -0.05, -0.15], [-0.01, -0.05, 0.01], [-0.20, 0.05, -0.02], [-0.10, 0.26, 0.20], [-0.03, -0.09, -0.01]]}

---

[3]
{"formula": "CCoO3", "method": "wB97M-V/def2-TZVPD", "total_charge": 1, "s2": 6.02, "multiplicity": 5, "de_lowest_ev": 0.000, "e_tot_ev": -44795.6099, "gap_ev": [12.044, 9.432], "elements": ["O", "C", "O", "O", "Co"], "positions_angstrom": [[-0.550, 0.373, 0.053], [-1.630, -0.073, 0.010], [-2.730, -0.395, 0.035], [2.785, -0.479, 0.008], [1.366, 0.492, 0.031]], "forces_ev_per_angstrom": [[0.49, 0.13, -0.16], [-2.69, -0.10, 0.42], [1.38, 0.00, -0.25], [-1.22, 0.96, 0.02], [2.04, -0.99, -0.03]]}

---

[4]
{"formula": "C2H5N3S3", "method": "wB97M-V/def2-TZVPD", "smiles": "NC(=S)/C(=N\\S)NS", "de_lowest_ev": 0.979, "e_tot_ev": -39130.1814, "gap_ev": 8.645, "elements": ["N", "C", "S", "C", "N", "S", "N", "S", "H", "H", "H", "H", "H"], "positions_angstrom": [[-0.406, 1.235, 1.321], [0.092, 1.002, 0.106], [0.706, 2.160, -0.894], [-0.023, -0.438, -0.322], [-1.110, -1.093, -0.486], [-2.624, -0.309, -0.266], [1.159, -1.074, -0.674], [2.634, -0.811, 0.144], [-0.451, 2.186, 1.652], [-0.817, 0.489, 1.879], [-3.346, -1.368, -0.692], [1.018, -2.007, -1.007], [3.168, 0.028, -0.760]], "forces_ev_per_angstrom": [[-0.19, -0.24, 0.32], [0.12, 0.27, -0.25], [-0.19, -0.41, 0.26], [-0.16, -0.43, -0.30], [0.00, 0.53, 0.18], [0.16, -0.38, -0.15], [0.23, 0.42, 0.41], [-0.33, 0.06, -0.21], [0.00, -0.07, 0.01], [0.17, 0.35, -0.25], [0.22, 0.25, 0.11], [-0.08, -0.35, -0.18], [0.06, -0.01, 0.05]]}